C13H27N2O6S | ωB97M-V/def2-TZVPD

- total charge = +1
- lowest unoccupied orbital energy (eV) = -5.58
- DFT total energy (Ha) = -1470.23355
- HOMO level (eV) = -10.8

```
49
Properties=species:S:1:pos:R:3:lowdin_charge:R:1
C 6.925 0.585 3.157 -0.10
S 5.806 1.924 3.746 0.71
O 5.870 3.037 2.835 -0.25
O 6.184 2.207 5.111 -0.27
N 4.178 1.184 3.652 -0.19
C 3.455 1.293 4.784 0.03
C 2.122 0.658 4.765 0.07
C 1.815 0.011 3.503 0.06
C 2.744 0.042 2.366 0.00
N 3.926 0.646 2.496 0.11
H 7.977 0.803 3.445 0.10
H 6.754 0.404 2.072 0.08
H 6.615 -0.353 3.698 0.08
H 3.801 1.820 5.703 0.16
H 1.459 0.660 5.652 0.13
H 0.848 -0.525 3.377 0.13
H 2.474 -0.434 1.389 0.14
C -0.050 0.039 -0.817 -0.10
O 0.663 -1.179 -0.619 -0.22
C -0.161 -2.331 -0.797 -0.19
C 0.098 -2.995 -2.138 -0.19
O -0.355 -2.178 -3.211 -0.19
C 0.707 -1.513 -3.878 -0.10
H 0.675 0.855 -0.835 0.09
H -0.598 0.042 -1.760 0.08
H -0.744 0.207 0.013 0.09
H -1.217 -2.077 -0.686 0.10
H 0.101 -3.036 0.000 0.12
H -0.474 -3.926 -2.184 0.13
H 1.157 -3.243 -2.254 0.13
H 1.294 -2.233 -4.457 0.09
H 1.358 -0.987 -3.175 0.08
H 0.274 -0.785 -4.563 0.09
C -6.406 0.954 -0.849 -0.11
O -6.169 0.808 -2.239 -0.19
C -5.223 1.749 -2.734 -0.20
C -3.868 1.102 -2.957 -0.19
O -3.257 0.738 -1.721 -0.20
C -3.344 -0.654 -1.464 -0.12
H -6.999 0.103 -0.514 0.09
H -5.473 0.975 -0.279 0.08
H -6.974 1.871 -0.659 0.09
H -5.138 2.610 -2.063 0.13
H -5.603 2.107 -3.695 0.13
H -3.206 1.830 -3.436 0.13
H -3.953 0.237 -3.622 0.13
H -2.683 -1.201 -2.145 0.08
H -4.368 -1.020 -1.571 0.09
H -3.016 -0.832 -0.439 0.08
```